1.
ORCA calculation (ωB97M-V/def2-TZVPD) on C44H66BaIN6O2SSb as an isolated structure.

```
122
Properties=species:S:1:pos:R:3:forces:R:3:mulliken_charge:R:1
Ba -0.698175 0.510237 -1.687069 0.278 -0.943 -0.595 0.659
C 2.191357 2.622838 -3.105128 0.470 0.178 -0.214 -0.792
N 0.798641 2.743940 -3.513327 -0.127 2.314 0.627 0.712
C 0.330222 4.072143 -2.954988 -0.957 -0.215 -1.062 -0.937
C 0.355916 4.174117 -1.436280 -0.280 1.216 1.525 0.511
C 0.265092 5.443559 -0.779808 -0.059 0.014 -1.182 -0.945
C 0.519593 5.558246 0.592456 -0.311 -1.482 -1.466 -0.530
C 0.680989 4.360784 1.316557 -0.192 0.554 0.487 -0.615
C 0.466787 3.149458 0.662546 0.850 0.175 0.637 -0.915
N 0.421116 3.102084 -0.670022 -0.394 -1.187 -0.418 0.670
C 0.708912 2.677301 -4.996838 -0.963 -0.887 0.589 -1.646
C -0.015209 1.374975 -5.448419 -0.546 0.510 0.034 0.619
C -0.275818 1.229324 -6.821123 0.554 0.158 0.559 -1.014
C -0.570861 -0.058587 -7.274553 -0.526 -0.313 1.786 -0.692
C -0.837204 -1.056172 -6.303848 0.773 0.591 -1.904 -0.324
C -0.668064 -0.789267 -4.953870 -0.783 0.235 -1.170 0.054
N -0.322964 0.431335 -4.526722 1.499 1.549 -1.199 0.833
C 2.730943 1.251908 -3.320341 0.786 -0.288 -1.744 0.269
C 3.810040 1.026141 -4.188378 -0.013 1.413 0.863 -0.662
C 4.411200 -0.216271 -4.225198 0.579 -0.447 -0.208 -0.578
C 3.939548 -1.212019 -3.384775 -0.454 0.191 0.522 -0.739
C 2.808251 -0.889410 -2.606230 -0.055 -1.473 -0.324 0.091
N 2.145804 0.245514 -2.728496 -0.205 0.088 2.060 0.906
H 2.285016 2.909410 -2.042694 0.040 -0.348 -0.506 0.441
H 2.868614 3.274620 -3.705932 -0.402 0.255 0.303 0.115
H -0.756760 4.235208 -3.277134 1.419 -0.260 0.372 0.406
H 0.942252 4.934939 -3.367083 -0.481 -0.757 0.286 0.404
H -0.030929 6.310180 -1.421954 0.578 -0.565 0.788 0.329
H 0.550846 6.544732 0.997396 0.063 0.350 0.591 0.453
H 0.936668 4.375054 2.388441 -0.327 -0.022 -0.583 0.397
H 0.445178 2.188104 1.243530 0.022 0.768 -0.948 0.683
H 1.737245 2.628151 -5.374563 -0.175 0.064 -0.232 0.558
H 0.217312 3.560744 -5.457522 0.196 -0.326 0.447 0.490
H -0.218582 2.131684 -7.460678 0.323 -0.792 0.133 0.332
H -0.540450 -0.281164 -8.308674 -0.441 -0.138 -1.089 0.454
H -1.128528 -2.079278 -6.629554 0.372 0.777 0.183 -0.009
H -1.008464 -1.677052 -3.999121 -0.047 -0.398 0.721 -0.613
H 4.228341 1.926197 -4.653404 0.037 -0.580 -0.218 0.351
H 5.293211 -0.375078 -4.854531 -0.351 -0.026 0.115 0.363
H 4.384155 -2.209192 -3.291423 -0.176 0.487 -0.071 0.439
H 2.380626 -1.624106 -1.896051 0.276 0.356 -0.666 -0.552
S -5.172987 3.358160 -1.982487 -0.548 0.242 1.018 -0.333
C -4.249626 3.715675 -3.355413 -0.257 -0.203 -0.564 -0.540
C -3.073918 3.036931 -3.353326 0.967 0.550 -1.241 -0.814
C -2.819920 2.352558 -2.175787 1.343 -1.181 1.183 0.806
C -3.832915 2.401504 -1.267262 -0.050 0.360 -1.779 -0.877
C -3.998674 1.375654 -0.257273 -1.662 0.164 1.182 0.976
C -4.962296 1.478731 0.796063 0.639 -2.301 0.318 -0.846
C -5.096082 0.347967 1.663757 0.777 1.007 -0.553 -0.478
C -4.211792 -0.748379 1.565094 -0.873 1.221 -0.259 -0.971
C -3.355144 -0.716082 0.474625 0.552 -0.502 0.504 -0.243
N -3.271014 0.262181 -0.414891 0.001 0.161 0.411 0.018
H -4.632371 4.310741 -4.161276 -0.363 0.243 -0.136 0.411
H -2.360537 2.951361 -4.217211 -0.864 0.490 0.676 0.165
H -5.592307 2.349722 0.915482 0.055 0.022 -0.071 0.443
H -5.823761 0.363159 2.468020 -0.048 0.122 -0.017 0.348
H -4.200976 -1.543500 2.311760 -0.050 0.102 -0.422 0.539
H -2.643988 -1.524796 0.341694 0.022 -0.070 -0.186 0.509
O 0.227339 -0.280068 0.378210 0.173 0.225 0.755 0.989
H 0.385595 -0.287653 1.329520 0.013 -0.068 -0.148 -1.012
H -0.398621 -2.634547 -2.688423 -0.165 -0.745 0.042 -0.348
C 5.230882 -0.653531 0.572837 -1.200 -0.217 1.535 -0.579
O 4.038887 -0.371043 1.380901 -0.171 0.160 -0.708 -0.343
H 5.205701 -0.138805 -0.410949 0.173 -0.374 0.623 0.129
H 5.286637 -1.755219 0.503390 0.235 0.488 -0.546 0.304
H 6.056725 -0.318884 1.256618 -0.534 -0.098 -1.021 0.209
H 3.169539 -0.549699 0.934917 1.199 0.070 0.028 0.175
I 1.610415 -4.022554 -1.446869 0.281 -0.604 0.264 -0.808
C -2.432112 -4.262375 -2.304572 -0.913 -0.784 -0.719 -1.849
C -2.124440 -3.471521 -3.576914 0.337 1.705 2.274 1.811
C -1.433543 -4.285452 -4.619934 0.004 -1.849 0.421 -1.805
C -3.443449 -2.920996 -4.124456 -0.139 -0.149 -0.218 -1.691
N -1.294337 -2.350318 -3.076675 -0.952 0.175 0.237 0.714
H -3.129810 -5.088676 -2.488158 -0.154 -0.211 -0.058 0.437
H -2.862887 -3.629509 -1.545881 -0.233 0.467 0.091 0.208
H -1.550924 -4.673507 -1.877438 1.020 -0.384 0.241 0.359
H -1.876368 -5.288747 -4.744771 -0.197 0.127 0.098 0.518
H -0.412654 -4.470457 -4.347905 0.685 0.060 0.202 0.236
H -1.466458 -3.845895 -5.574708 0.045 0.839 -1.251 0.386
H -3.925340 -3.759502 -4.623545 -0.358 -0.143 -0.241 0.465
H -3.375123 -2.094412 -4.852543 0.332 -0.271 0.345 0.248
H -4.100040 -2.625094 -3.309994 0.006 0.273 0.111 0.284
C 3.161664 1.138872 4.734330 -0.508 -0.786 1.351 -1.639
C 2.732968 -0.280444 5.240716 -2.100 -0.261 -0.899 1.400
C 2.518042 -0.417008 6.745853 -0.130 0.275 -0.024 -1.580
C 3.714177 -1.284638 4.638729 0.165 0.979 0.614 -1.724
Sb 0.623589 -0.615160 4.300699 0.692 0.904 -2.898 0.587
C -1.193191 0.439917 5.285063 1.322 -0.770 1.090 1.174
C -1.449026 1.623295 4.332588 -0.796 0.220 0.583 -1.436
C -2.412209 -0.522254 5.393103 0.105 -0.464 -0.270 -1.195
C -0.629593 0.876834 6.696234 -1.216 0.392 -1.542 -1.654
C 0.353879 -2.834996 3.786198 1.706 1.575 1.450 1.285
C -0.902730 -2.888060 2.990223 -0.731 -0.439 0.095 -1.479
C 0.376376 -3.481244 5.194060 -0.745 -0.595 -1.119 -1.587
C 1.508225 -3.292468 2.853153 -0.647 0.321 0.146 -1.318
H 4.103483 1.273012 5.262554 0.513 0.471 -0.138 0.603
H 2.470255 1.886195 5.140198 0.027 0.055 -0.258 0.312
H 3.299345 1.281856 3.650906 -0.196 -0.471 0.434 0.194
H 3.494025 -0.538358 7.195215 0.474 0.073 0.685 0.526
H 1.905944 -1.313484 7.000371 0.516 0.593 -0.180 0.223
H 2.010355 0.477923 7.175349 0.516 -0.702 -0.229 0.288
H 4.702578 -0.882461 4.917932 0.117 -0.238 -0.027 0.616
H 3.668744 -1.206097 3.561053 0.009 -0.386 -0.340 0.305
H 3.671310 -2.304140 5.011105 -0.338 -0.101 -0.055 0.250
H -1.693468 1.235345 3.339239 0.202 0.174 -0.020 0.251
H -0.629557 2.364106 4.258609 -0.155 -0.636 0.037 0.256
H -2.352602 2.208665 4.668631 0.600 -0.521 -0.082 0.425
H -3.098484 -0.436577 4.525501 0.389 0.209 0.410 0.144
H -2.998617 -0.379303 6.314160 0.076 0.329 -0.176 0.410
H -2.137439 -1.601102 5.406959 0.063 0.718 0.099 0.222
H 0.351221 1.333880 6.612438 0.087 -0.016 -0.092 0.247
H -0.597463 0.040098 7.370836 0.122 -0.378 0.312 0.377
H -1.284222 1.646581 7.107182 -0.243 0.107 0.281 0.528
H -1.795005 -2.619686 3.554788 -0.085 -0.023 0.086 0.295
H -1.000437 -3.921155 2.655757 -0.315 -0.226 -0.180 0.632
H -0.868980 -2.270084 2.095498 0.219 0.150 -0.112 0.049
H -0.284229 -2.957200 5.897007 0.113 -0.237 -0.104 0.280
H 1.386298 -3.489854 5.569671 0.409 0.195 0.265 0.300
H 0.068467 -4.532345 5.131307 -0.128 -0.177 0.112 0.457
H 1.606831 -2.651295 1.964929 -0.395 -0.221 0.083 0.075
H 1.227876 -4.298855 2.515804 0.217 0.085 -0.171 0.567
H 2.502438 -3.326745 3.276644 0.091 -0.096 0.531 0.210
```
Positions in Å, forces in eV/Å.

Its energy relative to the best compared isomer or geometry (same formula, charge and spin) is 0.889 eV. The value obtained for the strongest force on any atom is 3.11 eV/Å. The HOMO energy comes out at -0.430 eV. Its spin multiplicity is 1. Its charge is -2.


2.
ORCA calculation (ωB97M-V/def2-TZVPD) on an isolated ion of composition C3H9N2O2 and charge +1.

```
16
Properties=species:S:1:pos:R:3:forces:R:3:nbo_charge:R:1
C -1.240770 -0.035068 -0.188363 1.653 -3.962 0.363 0.653
C 1.127815 -0.556279 0.801147 -2.017 2.014 0.593 -0.667
C 0.297317 0.168703 -0.281011 1.239 -2.728 -2.394 0.302
N -1.772152 -1.217818 0.141745 -1.347 1.891 0.528 -0.770
N 0.367150 1.633046 -0.237941 2.613 0.295 0.020 -0.807
O -1.929419 0.913483 -0.388211 -1.332 3.489 -0.543 -0.555
O 0.751291 -0.335964 -1.645077 -1.840 1.763 2.389 -0.684
H 0.902373 -1.578878 0.913475 -0.207 -1.299 -0.380 0.253
H 0.776939 -0.128839 1.740032 0.047 0.033 0.412 0.233
H 2.172043 -0.388613 0.790645 1.139 0.217 -0.582 0.250
H -1.298595 -2.087292 0.136184 0.237 -0.615 0.197 0.427
H -2.747982 -1.067249 0.481696 1.070 -1.098 -0.690 0.442
H 0.979784 1.938897 -1.097535 -1.157 -0.407 2.318 0.474
H 0.884799 1.763289 0.772984 -1.902 0.895 -3.311 0.469
H -0.804039 1.813001 -0.493193 1.024 0.035 1.202 0.494
H 1.533440 -0.834417 -1.446577 0.780 -0.524 -0.123 0.486
```
Positions in Å, forces in eV/Å.

Its energy relative to the best compared isomer or geometry (same formula, charge and spin) is 2.114 eV. The value obtained for the strongest force on any atom is 4.31 eV/Å. Its SMILES is C[C@@]([NH3+])(O)C(N)=O. The HOMO energy comes out at -15.501 eV. Its spin multiplicity is 1. Its charge is +1.